Entry 1:
12
Properties=species:S:1:pos:R:3 method="wB97M-V/def2-TZVPD" e_homo_ev=-10.51 lumo_energy_ev=0.7 relative_energy_ev=0.948 largest_force_ha_per_bohr=0.035 energy_ev=-12379.6825 smiles=C[C@@]1(F)[C@H](F)[C@@H]1F
H 0.85468 0.59457 -1.72341
F 0.08342 -1.05612 1.00202
C 0.69780 0.53049 -0.65703
F 1.81346 0.78175 0.06192
C -0.70081 0.82657 -0.15615
H -1.37641 1.25126 -0.92729
H -1.49838 -2.22962 -0.53073
H 0.10317 -2.42183 -1.27335
F -0.94694 1.31256 1.09571
C -0.23009 -0.56336 -0.24309
H -1.05031 -1.26345 -2.06114
C -0.69729 -1.67279 -1.09721



Entry 2:
6
Properties=species:S:1:pos:R:3 method="wB97M-V/def2-TZVPD" e_homo_ev="-9.02 / -9.12" lumo_energy_ev="-1.8 / -2.1" relative_energy_ev=2.433 spin_multiplicity=3 s_squared=2.01 largest_force_ha_per_bohr=0.061 energy_ev=-28045.5052
Si -0.77693 -0.07025 -0.16132
P 1.14496 -0.54277 -1.18935
S 2.71356 0.77191 0.75601
H -1.88067 -0.26309 -1.13494
H -0.56899 1.09488 0.55414
H -0.63194 -0.99067 1.17546



Entry 3:
14
Properties=species:S:1:pos:R:3 method="wB97M-V/def2-TZVPD" e_homo_ev=-10.51 lumo_energy_ev=0.8 relative_energy_ev=2.370 largest_force_ha_per_bohr=0.015 energy_ev=-7823.2776 smiles=C#C[C@@H](C)CC#N
C -1.55075 0.30263 0.11894
N 3.21352 0.02216 0.48035
C 0.12816 -1.00953 -1.16370
H -0.20301 -0.34729 -1.96933
H -0.44007 -1.33426 0.88733
C 2.09562 0.22533 0.68204
H -3.09380 1.95676 -0.09648
C -0.30791 -0.47559 0.21678
H -0.31368 -1.99732 -1.33146
C 0.67718 0.52197 0.89568
H 0.47113 0.53716 1.97230
H 1.21687 -1.10932 -1.21602
C -2.37490 1.17621 0.00876
H 0.48164 1.53109 0.51482



Entry 4:
28
Properties=species:S:1:pos:R:3 method="wB97M-V/def2-TZVPD" e_homo_ev=-8.03 lumo_energy_ev=0.8 relative_energy_ev=1.223 largest_force_ha_per_bohr=0.025 energy_ev=-16661.6896 smiles=Cc1ccc(O)cc1.Cc1c[nH]cn1
H 0.73343 4.23425 -0.40457
N 3.16109 -2.04364 0.13344
H -3.36523 1.26209 1.77040
H 0.28904 2.02336 -1.46150
C -0.62322 2.78146 0.37104
H -1.91834 3.33073 1.98924
H -1.00698 -0.04830 -1.47639
H -0.28531 4.86617 0.94657
C -1.73052 2.59930 1.21047
O -3.14735 -0.50031 0.00438
H 0.30813 -4.71027 -0.76766
C 1.21347 -2.79634 -0.46530
H 2.86402 -4.20773 -0.18451
N 1.12189 -1.43387 -0.39342
H 4.13430 -1.98701 0.37438
H 1.06061 3.79846 1.23911
H 2.64831 0.00527 0.01891
C -0.45277 1.90294 -0.67747
H -2.76830 -1.18515 -0.55405
H -0.68391 -3.50688 0.04245
C 2.48561 -3.19619 -0.16462
C -2.54002 1.48662 1.10953
C 2.29123 -1.01473 -0.01198
C 0.24388 4.00457 0.54714
C 0.03523 -3.66233 -0.77828
C -2.31611 0.59531 0.05541
H -0.50502 -3.35553 -1.67281
C -1.24716 0.75775 -0.79994



Entry 5:
69
Properties=species:S:1:pos:R:3 method="wB97M-V/def2-TZVPD" e_homo_ev="-4.58 / -4.92" lumo_energy_ev="2.5 / 2.5" charge=-1 spin_multiplicity=2 s_squared=0.83 largest_force_ha_per_bohr=0.029 energy_ev=-186802.8645
C -2.66124 -0.62774 -2.60421
B -0.34609 -0.74097 -2.57189
H -0.29336 1.81697 3.15180
C 2.21857 2.42233 -1.31112
H -3.51871 -2.15804 -1.39822
H -3.94363 -1.87476 -3.76362
C 2.62317 4.83281 -1.20257
H -1.63749 1.04865 -4.62472
H 4.60162 -4.20884 3.60679
H -3.07192 -0.67706 -4.72843
Mn 1.24722 0.53938 -1.09638
H 0.30578 -2.19587 0.60092
H -3.98779 -0.31956 3.59255
C 3.20131 -2.20259 1.24974
C -0.88592 0.93508 2.92098
H 3.29480 -2.69721 5.07640
H -3.36710 -4.34947 1.12799
Ge 1.45466 0.19519 1.27583
H -4.31607 -0.58076 -1.19516
C 3.58950 2.27847 -1.35834
C 4.00510 -3.41195 3.17521
H -4.25842 -2.52451 2.52659
O -0.68405 0.60194 -2.24136
C 4.00193 4.62885 -1.29152
O -1.50000 -1.47145 -2.78698
C 2.46733 -1.32926 2.06195
Cl 6.19813 3.04041 -1.45940
C -0.69019 -2.26644 1.02977
C -2.76047 -3.47046 1.33164
H -2.42424 1.24802 -0.41667
H -2.27112 2.67357 -1.44479
C 3.27304 -2.55961 3.99930
C -2.14561 1.60110 -3.82691
C -2.20336 0.84689 3.44953
C -2.98181 -0.24304 3.18862
H 1.43919 -2.10515 -2.58464
Cl 0.04119 3.99889 -1.10296
H 1.93380 -0.88290 4.09985
C -3.35095 -1.08097 -1.32956
H 1.72588 -0.41896 -3.12597
H -1.07700 -4.16384 0.14748
C -3.25645 -2.45879 2.10699
Cl 2.00091 6.44269 -1.06821
H -2.72729 -0.89942 -0.45068
C -0.34724 -0.05362 2.13110
H 1.74099 2.65301 2.08274
H -3.76527 1.72046 -1.49013
C -2.47888 -1.30000 2.38271
C -1.46046 -3.36799 0.77873
H 3.17088 -2.07190 0.17077
H -2.58657 1.65190 4.07088
C -1.16515 -1.19690 1.84513
C 1.10479 -1.07571 -2.51952
C -2.08062 0.83379 -2.51467
C 3.96491 -3.23463 1.79661
H 2.11300 1.53141 3.42456
C 2.51379 -1.53221 3.44449
H 4.52604 -3.90127 1.14782
H -4.45847 -0.17517 -3.72649
Cl 5.09312 5.96812 -1.29188
H -3.17965 1.79859 -4.12908
C -2.67543 1.66412 -1.39483
C -3.59021 -0.84092 -3.78358
Cl 4.17438 0.62356 -1.32734
H -1.62827 2.55381 -3.69229
C 4.49553 3.32899 -1.36817
H 3.27806 1.77132 2.10055
C 1.76860 3.72681 -1.21727
C 2.20927 1.69284 2.34355



Entry 6:
59
Properties=species:S:1:pos:R:3 method="wB97M-V/def2-TZVPD" e_homo_ev=-8.62 lumo_energy_ev=0.6 relative_energy_ev=2.067 largest_force_ha_per_bohr=0.021 energy_ev=-46779.8915 smiles="C=CCN(CC=C)C(=O)C1CCN(S(=O)(=O)c2ccc(N3CCCC3=O)cc2)CC1"
C 0.87141 5.26240 0.32767
H -3.40236 1.69168 -2.03144
C 0.27312 -2.36179 -1.15911
H -2.56035 2.74870 0.10693
H 3.87431 2.29539 -0.26432
H -4.78049 -0.38450 -1.73665
C 3.34741 -1.91664 0.85984
S -3.50179 -2.35432 0.30309
C 3.45117 1.56706 0.40944
H 1.02099 -2.11559 2.13346
H -0.90991 2.90271 1.48715
H 1.07767 0.86397 -1.49162
N 2.45360 -2.27591 -0.11106
H 5.44077 -2.42549 1.00828
C 1.24253 1.64478 -0.74145
H 0.83497 6.21842 -0.16578
H 1.63402 2.53925 -1.24012
H 5.25870 -2.70530 -1.74898
H 5.06845 -1.02821 -0.00756
H 3.06292 -1.79193 -2.06203
C -1.15252 1.34281 -0.70594
C -3.91608 0.06446 1.30915
O -3.84163 -2.80152 1.62461
H -1.77637 0.22882 1.37599
H 1.70904 5.09411 0.98482
N -4.06159 -0.79626 0.16668
C 4.55503 -2.92215 -0.94831
C 3.11094 -2.63201 -1.35844
O -1.04596 0.55171 -1.62782
N -0.06171 1.93401 -0.16559
C 4.74281 -2.03266 0.27203
O 3.08991 -1.54359 1.98030
H -1.71380 -2.51633 -1.94696
H 4.66071 -3.97077 -0.66824
C -2.50560 1.67200 -0.07328
C -0.06410 4.34890 0.15410
H -0.89403 4.52758 -0.51708
C -0.05401 2.99998 0.81846
H 4.10140 1.17998 1.17484
H -4.56043 1.81227 -0.70193
H 1.79683 0.43398 0.99239
H -4.79051 0.72157 1.36839
C 2.19939 1.16279 0.30253
H 2.62965 -3.50231 -1.80817
H -1.44924 -2.16656 2.27501
O -4.01051 -3.07503 -0.82572
H 0.72355 -2.40503 -2.13647
C -1.71301 -2.31119 0.17101
C -0.95027 -2.20265 1.31885
C 0.42831 -2.18483 1.23680
C -3.88414 -0.18488 -1.13957
H -2.63664 1.58348 2.11178
H -3.03094 -0.64274 -1.64286
C -2.63245 0.89781 1.26207
C -3.64705 1.31756 -1.03633
C 1.05951 -2.26218 -0.00874
C -1.10560 -2.39870 -1.06523
H -3.92045 -0.58801 2.18326
H 0.85441 2.89093 1.41786



Entry 7:
56
Properties=species:S:1:pos:R:3 method="wB97M-V/def2-TZVPD" e_homo_ev=-8.71 lumo_energy_ev=-0.2 relative_energy_ev=1.570 largest_force_ha_per_bohr=0.015 energy_ev=-47408.6336 smiles="CCN(CC)CCCN1C(=O)C(=O)/C(=C(/O)c2ccc(Cl)cc2)[C@H]1c1ccccn1"
C -0.29996 -2.22019 -6.43749
H 2.84345 3.21152 4.04204
C -0.21980 -1.42272 -5.31306
H -3.70085 -0.56281 2.21516
O 0.54264 -3.68979 -1.98590
C -0.59402 -0.99173 -2.91317
H 1.69740 0.56339 5.07019
H 3.39568 1.59235 3.60103
C -1.26355 0.02486 -0.03281
N 1.51538 2.06640 2.84665
C 0.48858 -2.66143 -1.34854
H 3.32864 0.15007 2.07366
H -1.67202 -3.49212 -3.06421
H 1.30940 2.04395 0.79156
Cl -0.97519 -4.48174 -7.73550
H 0.21878 -0.43907 -5.37920
C -3.71150 0.95791 0.69880
H 2.91854 0.21073 0.36952
H -1.81970 -4.91637 -5.06325
C -1.92114 -0.59332 1.02193
H 0.48293 3.52044 3.89726
H -3.37309 2.30506 -0.95434
H 0.65508 0.46738 -0.84666
H -1.11785 0.78430 -2.34226
C 2.08103 1.82186 1.53109
C 2.52074 0.36250 1.37466
C 0.58066 3.18069 2.86494
H 0.07461 -1.87112 -7.38685
H -0.78104 2.49994 1.31473
O -1.00006 0.25421 -3.16920
C 1.08930 -2.47153 0.04452
C -2.99172 1.48693 -0.35880
C -3.16454 -0.10985 1.39467
H -1.47080 -1.43221 1.52807
C 1.99013 1.60011 5.21116
H 0.95339 4.03169 2.26904
C -0.68730 -1.88172 -4.08380
H -1.49916 3.59575 2.49053
O 1.68295 -3.29087 0.70756
N -1.79823 1.03722 -0.71152
H 0.58266 -0.09996 2.18636
H -4.67539 1.36200 0.96254
C 1.36824 -0.62066 1.63189
H 2.76172 1.64869 5.97529
C -1.36753 -3.93938 -5.12488
C -0.09195 -1.37942 -1.71033
C 2.51816 2.16788 3.89770
C -0.80162 2.77109 2.36665
C 0.08828 -0.42589 -0.54036
H 1.71984 -1.47146 2.21951
N 0.83387 -1.19342 0.41972
H 1.12407 2.15652 5.55987
C -0.87034 -3.47972 -6.33495
C -1.27556 -3.14021 -4.00202
H 2.94003 2.48469 1.32409
H -1.16226 1.91860 2.93671



Entry 8:
84
Properties=species:S:1:pos:R:3 method="wB97M-V/def2-TZVPD" e_homo_ev=-11.85 lumo_energy_ev=-2.5 charge=+1 largest_force_ha_per_bohr=0.037 energy_ev=-56555.2369
H 3.61873 3.85673 -0.66830
H 1.58591 4.97009 2.25246
H 0.84511 2.02342 1.87192
H -1.48558 -0.79842 -3.63604
H 3.01319 6.50089 1.48367
C 0.14931 -1.21301 0.71464
H -4.81813 -0.48054 -0.33440
C 4.15316 4.67771 1.87768
H 3.87155 2.20303 2.53840
H 2.85631 1.63907 1.18996
H -4.22435 -2.78119 -0.63949
O -3.22916 -3.12095 3.42111
H 1.95995 -3.78246 1.80933
H 2.12393 3.60590 3.24839
H -0.21209 3.31271 2.38003
N 3.05708 3.75370 1.36128
C -4.90408 -1.11007 0.55488
C 4.04801 6.15179 1.49412
H -0.76048 -3.53256 -4.86346
C 1.83561 3.90894 2.24257
C -1.83402 -2.27304 1.54813
C -2.05104 -1.57542 -3.12658
O -1.13452 -5.27995 1.48695
H 4.48012 2.27831 0.86001
H -3.88935 1.82970 2.05266
H 2.81240 -5.12762 2.52717
C 4.75330 6.51958 0.18458
H -2.64466 0.13623 -1.95837
H 4.54697 6.71343 2.28576
C -2.66543 -0.95502 -1.85373
C 1.54855 3.20183 -0.58113
H 4.12126 4.57658 2.96253
N -0.89236 -3.52926 3.25668
H 4.20055 6.20742 -0.69992
H -0.02696 4.43479 0.21241
O -3.07884 -2.03106 -4.01674
H -3.55640 1.16624 0.41040
H 0.48995 -1.05692 -2.65777
C -1.88457 -1.29558 -0.59243
H -1.27026 -3.98762 -7.24715
C -1.13176 -2.71896 -5.49804
H 2.83466 -6.17405 0.53901
H -0.82874 -4.93840 0.63884
B -0.40541 -4.68355 2.50720
H 1.04867 -6.25410 0.47939
H -3.94066 -0.95524 2.46621
C -2.56361 -1.97980 0.43439
O -3.43422 -2.96999 -6.00058
O 0.81953 -5.22068 2.87452
C -3.61299 0.94290 1.47893
S 0.36651 -0.08723 -1.72437
H 5.74643 6.07034 0.13494
C -0.89052 -3.00141 -6.99374
H 5.10342 4.26911 1.53540
H 4.87577 7.59976 0.11838
C -2.63058 -2.57883 -5.18803
H 0.19168 -2.95657 -7.13780
H 2.43654 5.08274 -0.14767
H -1.43074 -2.43083 -2.83636
H -4.28084 -3.07811 1.15386
C 1.90877 -5.60692 0.64194
C -0.04621 -2.36339 3.07037
H -3.70533 -1.26117 -1.79895
H 1.81236 2.14348 -0.63022
C -0.50310 -1.87651 1.68946
H 1.18385 -0.92152 0.85054
H -0.57624 -1.80435 -5.26834
C 0.65194 3.09273 1.75158
H -5.40135 0.01639 2.33055
C -0.55824 -0.94379 -0.44356
C -2.18691 -3.02485 2.84375
H -5.94882 -1.41594 0.64183
C 0.32233 3.40042 0.29860
H -2.58534 0.70879 1.79323
C 1.89132 -4.86179 2.00546
C 2.71795 4.03363 -0.08236
H -0.49342 2.76277 -0.04403
C -4.01706 -2.38581 0.35692
C -4.49399 -0.28586 1.80502
O 0.74235 -1.88937 3.83795
H -1.34994 -2.19838 -7.56782
H 1.31601 3.50406 -1.60307
H 1.93396 -4.85950 -0.16219
C 3.60329 2.36240 1.49663



What did the first record say?
12
Properties=species:S:1:pos:R:3 method="wB97M-V/def2-TZVPD" e_homo_ev=-10.51 lumo_energy_ev=0.7 relative_energy_ev=0.948 largest_force_ha_per_bohr=0.035 energy_ev=-12379.6825 smiles=C[C@@]1(F)[C@H](F)[C@@H]1F
H 0.85468 0.59457 -1.72341
F 0.08342 -1.05612 1.00202
C 0.69780 0.53049 -0.65703
F 1.81346 0.78175 0.06192
C -0.70081 0.82657 -0.15615
H -1.37641 1.25126 -0.92729
H -1.49838 -2.22962 -0.53073
H 0.10317 -2.42183 -1.27335
F -0.94694 1.31256 1.09571
C -0.23009 -0.56336 -0.24309
H -1.05031 -1.26345 -2.06114
C -0.69729 -1.67279 -1.09721